# 1
CH2FNO2 | ωB97M-V/def2-TZVPD

The LUMO energy (alpha / beta) is -3.3 / -3.3 eV. The total energy comes out at -9365.005 eV. The calculation puts the energy above the lowest of the compared OMol25 structures with the same formula, charge and spin at 501.1 kJ/mol. The net charge is 0. The HOMO energy (alpha / beta) comes out at -12.237 / -12.236 eV.

Positions of all 7 atoms, in Å:
1 C -0.42133 -0.49001 0.03421
2 N 0.83395 0.12263 -0.42215
3 O 0.75793 1.11674 -1.09590
4 O 1.88203 -0.37751 -0.09109
5 F -1.16244 1.05812 1.36461
6 H -1.25850 -0.31207 -0.64052
7 H -0.63165 -1.11790 0.85084

=====

# 2
CH2FNO3PS3 | ωB97M-V/def2-TZVPD

The LUMO energy is -5.6 eV. The total energy comes out at -53203.799 eV. The net charge is +1. The HOMO energy comes out at -14.402 eV.

Positions of all 12 atoms, in Å:
1 O -0.11844 2.94029 0.78427
2 C -0.23639 2.25058 -0.10992
3 N -0.39266 1.57846 -1.15391
4 S -0.14278 -0.05731 -1.10635
5 P 1.83542 -0.60013 -0.10367
6 S 1.67138 -2.03502 1.10929
7 S -1.68017 -0.76224 0.28395
8 O -1.31246 -0.40062 1.58969
9 O -2.84706 -0.34003 -0.36761
10 F -1.42037 -2.25445 0.01467
11 H 2.24412 0.66338 0.34505
12 H 2.51385 -0.83700 -1.30117